Density functional theory data (ωB97M-V/def2-TZVPD) for an isolated molecule of C2H5F2NS at a distorted geometry.

Summary:
E, a.u.: -731.8432
E_HOMO, eV: -8.815
ΔE to the lowest compared entry with this formula, charge and spin, kcal per mole: 16.9
SMILES string: NC(F)(F)CS

Structure (XYZ):
```
11
Properties=species:S:1:pos:R:3:nbo_charge:R:1
N 1.18 -0.36 -0.65 -0.925
C 0.08 -0.77 0.11 0.830
F 0.44 -1.45 1.28 -0.379
F -0.70 -1.54 -0.52 -0.316
C -1.01 0.53 0.63 -0.597
S -1.12 1.71 -0.66 -0.013
H 2.14 -0.17 -0.28 0.420
H 1.13 -0.87 -1.62 0.411
H -1.96 0.15 0.93 0.231
H -0.41 0.90 1.38 0.204
H 0.23 1.88 -0.60 0.134
```